1.
Computed, not measured: C8H12FNO2SSi in the gas phase, with ωB97M-V with the def2-TZVPD basis set.

2S+1: 3
<S²>: 2.010
Calculated total energy, a.u.: -1304.6642
Highest occupied orbital energy (spin up / spin down), eV: -3.7528 / -8.4923
Frontier orbital gap (spin up / spin down), eV: 4.30 / 5.93

Structure (XYZ):
```
26
Properties=species:S:1:pos:R:3:forces:R:3
C 3.65835 0.92354 -2.59718 -0.10 0.30 0.06
C 3.09730 2.12228 -2.18595 1.28 1.19 -1.31
C 3.18676 -0.26566 -2.06629 1.19 -1.51 -0.93
C 2.08565 2.13461 -1.24628 -1.25 1.54 0.90
C 2.16334 -0.26468 -1.13585 -0.96 -1.55 1.03
C 1.60995 0.93858 -0.70619 -0.63 0.00 0.39
C -3.05903 -2.56753 1.73893 0.10 0.78 0.09
C -3.49176 0.33365 0.49953 0.37 -0.43 0.51
N 0.56985 1.00947 0.20066 0.45 -0.34 -0.18
O 1.37662 -0.94663 1.73612 -0.14 0.23 -0.33
O -0.95742 -0.78978 1.12731 1.22 0.22 -0.54
F -0.03127 0.86419 2.55717 0.41 -0.99 -1.51
Si -2.52683 -0.73835 1.73660 -1.59 -0.39 -0.61
S 0.38016 -0.05948 1.25846 -0.61 0.85 2.29
H 4.45795 0.91610 -3.32341 0.07 0.00 -0.08
H 3.45637 3.05538 -2.59558 0.03 -0.01 0.00
H 3.61901 -1.20422 -2.38429 0.00 0.02 0.00
H 1.65269 3.06345 -0.90918 -0.07 0.01 0.07
H 1.78751 -1.18842 -0.71889 0.08 -0.03 -0.10
H -3.88746 -2.74011 1.05817 -0.09 0.06 -0.16
H -2.24233 -3.21927 1.44145 0.17 0.01 -0.05
H -3.38904 -2.88375 2.72408 0.01 0.02 0.19
H -3.72872 -0.22545 -0.40463 0.06 -0.13 -0.02
H -4.43134 0.69090 0.91465 -0.08 0.02 0.13
H -2.90415 1.20079 0.20189 0.08 0.08 0.07
H -2.45217 -0.15960 3.07868 0.02 0.06 0.09
```
Forces are in eV/Å.



2.
Computed, not measured: a gas-phase ion, C8H12I2NO2 (charge +1), with ωB97M-V with the def2-TZVPD basis set.

2S+1: 1
Calculated total energy, a.u.: -1112.3106
Highest occupied orbital energy, eV: -13.1155
Net charge: +1
SMILES: CC[C@@H]1OCC2=[N+]1CO[C@]2(I)CI
Frontier orbital gap, eV: 9.11

Structure (XYZ):
```
25
Properties=species:S:1:pos:R:3:forces:R:3
C 2.07791 -2.07598 -1.87782 -1.75 -1.91 -3.33
C 2.02698 -1.09228 -0.81428 -0.49 2.04 1.66
C 0.78072 -1.22611 0.10468 0.83 0.58 -1.51
O -0.31791 -1.76527 -0.56437 -0.64 -0.05 -0.63
C -1.48785 -0.92237 -0.54346 0.11 -0.29 1.06
C -0.97185 0.21261 0.27703 -1.06 3.19 0.54
N 0.23918 0.06182 0.62266 -0.30 0.00 -0.39
C 0.81650 1.26250 1.21012 2.36 1.50 2.44
O -0.26588 2.10475 1.56072 1.25 -0.13 -0.05
C -1.23926 1.98970 0.66199 -0.81 -3.88 -0.85
I -1.07933 2.87531 -1.19652 0.43 0.82 -1.17
C -2.56568 2.15310 1.24338 -1.21 0.50 2.44
I -2.72939 0.70433 2.80590 -0.38 -0.38 0.27
H 3.00702 -2.13376 -2.42723 0.44 0.38 0.16
H 1.27648 -1.98291 -2.72775 1.25 0.16 1.78
H 1.92500 -3.07469 -1.48948 -0.04 -0.36 0.16
H 1.98833 -0.07571 -1.19215 0.33 0.29 -0.33
H 2.91431 -1.19013 -0.17855 -0.12 0.20 0.00
H 1.07796 -1.81389 0.91183 0.00 -1.21 1.66
H -2.27311 -1.54255 0.00548 0.51 1.26 -1.03
H -1.78895 -0.46523 -1.52834 0.15 -1.02 0.66
H 1.46911 1.82047 0.46550 -0.47 -1.02 0.80
H 1.32763 1.11763 2.26736 -0.59 -0.20 -2.54
H -2.83742 3.06292 1.81640 0.95 -0.05 -0.75
H -3.37050 1.99575 0.58691 -0.76 -0.41 -1.07
```
Forces are in eV/Å.



3.
Computed, not measured: 2 unconnected molecules or ions with the total composition C8H12INO2, with ωB97M-V with the def2-TZVPD basis set.

2S+1: 1
Calculated total energy, a.u.: -814.8278
Highest occupied orbital energy (spin up / spin down), eV: -7.9104 / -7.9139
Energy relative to the best compared isomer or geometry (same formula, charge and spin), eV: 2.680
Frontier orbital gap (spin up / spin down), eV: 7.48 / 7.49

Structure (XYZ):
```
24
Properties=species:S:1:pos:R:3:forces:R:3
C 0.70095 -2.50966 0.57576 1.66 0.30 1.01
C -3.54604 -2.41003 -1.33858 -0.26 -2.49 -0.49
C -2.85988 -1.46065 -0.77642 2.74 1.37 0.32
C -0.34675 -1.26910 -0.97901 -2.99 -1.22 1.03
C -0.04131 -0.37429 0.16274 0.57 0.72 0.13
C 0.06336 1.91580 -0.74596 -1.92 -0.93 -0.27
C 1.59022 1.17612 1.19933 -0.68 1.08 1.31
C 0.92061 0.81366 -0.12654 -0.33 -0.55 0.98
N 0.13201 -2.51552 -0.63932 -0.54 0.52 -2.45
O 1.36057 -3.38542 1.04544 -0.12 -0.52 0.52
O 0.58599 -1.28350 1.07273 -0.44 0.60 1.35
I -3.57346 0.22418 0.31608 -0.17 -0.53 -0.40
H -4.63285 -2.56720 -1.29475 0.36 0.36 -0.01
H -2.99862 -3.33280 -1.76352 -0.63 1.66 0.45
H -0.58094 -1.01773 -1.97915 0.24 0.34 -0.70
H -0.89993 0.14942 0.64630 0.15 -0.94 -0.23
H -0.96370 1.51030 -1.05971 1.60 0.20 -0.40
H 0.56663 2.42600 -1.53117 0.24 0.20 -0.93
H -0.33724 2.68899 -0.12601 0.44 0.49 1.27
H 2.32850 0.54196 1.66956 0.17 -0.88 -0.71
H 0.82530 1.23120 2.02940 0.52 0.45 -0.94
H 2.12778 2.12462 1.10407 -0.43 0.19 0.03
H 1.69451 0.51490 -0.80856 0.34 -0.23 -0.58
H 0.55393 -3.16520 -1.28187 -0.51 -0.17 -0.32
```
Forces are in eV/Å.



4.
Computed, not measured: a molecular structure, C8H12IrN7O4, with ωB97M-V with the def2-TZVPD basis set.

2S+1: 1
Calculated total energy, a.u.: -1100.5173
Highest occupied orbital energy (spin up / spin down), eV: -7.7109 / -7.4992
Energy relative to the best compared isomer or geometry (same formula, charge and spin), eV: 4.047
Frontier orbital gap (spin up / spin down), eV: 6.30 / 5.23

Structure (XYZ):
```
32
Properties=species:S:1:pos:R:3:forces:R:3
Ir 0.00380 0.26475 0.69499 4.38 -1.04 -1.02
N 1.27683 -0.62929 2.57260 -0.90 1.19 -0.74
C 2.51860 -1.21993 2.06291 0.51 -0.01 -0.39
C 3.03966 -0.38557 0.88360 -0.52 -0.16 0.31
O 4.21701 -0.09930 0.77491 0.03 -0.18 0.07
N 2.05359 -0.05284 0.01430 -2.36 -1.20 1.28
C 2.35552 0.85470 -0.98077 -0.48 2.72 -0.54
C 1.89384 2.42456 -0.44583 2.96 -3.70 -3.12
O 2.46460 3.28226 -1.05165 0.00 1.80 -0.05
O 1.06131 2.37058 0.44619 -3.69 -1.06 3.12
H 1.49196 0.22336 3.08260 -0.03 -0.05 0.07
H 0.82038 -1.26432 3.21881 -0.21 0.17 -0.11
H 2.31474 -2.23286 1.70820 -0.04 0.06 0.03
H 3.30574 -1.27183 2.82304 -0.23 0.05 -0.07
H 1.70359 0.76027 -1.84831 0.22 -0.29 -0.14
H 3.41549 0.93280 -1.23234 -0.27 -0.13 0.05
N -1.01923 -3.00086 0.12568 0.23 -0.06 -0.03
N -1.32312 -1.82940 0.88421 0.47 1.12 0.05
H -1.51954 -3.82105 0.47012 0.13 0.33 0.05
H -0.02147 -3.16985 0.17694 -0.10 0.05 -0.06
H -1.38996 -2.00460 1.89126 -0.03 0.07 -0.32
H -2.23083 -1.49234 0.56652 0.19 0.04 0.10
N -2.28844 0.80204 -3.22284 0.27 -0.10 0.06
C -1.93467 0.83475 -1.92359 -1.14 0.51 -0.04
O -0.82421 0.40180 -1.57487 1.25 -0.26 1.44
C -2.92293 1.35932 -0.99175 0.53 -0.14 -0.48
C -2.48791 1.32624 0.30483 0.98 -0.57 1.38
N -1.83500 1.08622 1.25379 -1.32 0.52 -0.75
C -4.16977 1.79513 -1.42561 -0.73 0.17 -0.02
N -5.20251 2.10547 -1.83148 -0.10 0.10 -0.12
H -3.15477 1.19820 -3.54665 0.04 -0.02 0.03
H -1.61233 0.45158 -3.87984 -0.06 0.06 -0.03
```
Forces are in eV/Å.



5.
Computed, not measured: a molecular structure, C8H12MnO8, with ωB97M-V with the def2-TZVPD basis set.

2S+1: 6
<S²>: 8.752
Calculated total energy, a.u.: -2065.1475
Highest occupied orbital energy (spin up / spin down), eV: -1.0571 / -1.7136
Net charge: -2
Energy relative to the best compared isomer or geometry (same formula, charge and spin), eV: 0.964
Frontier orbital gap (spin up / spin down), eV: 6.49 / 7.14

Structure (XYZ):
```
29
Properties=species:S:1:pos:R:3:forces:R:3
Mn -16.78347 -13.93551 -3.49351 0.32 1.31 0.68
C -15.37330 -11.05327 -5.51973 0.34 0.42 0.04
C -16.05079 -10.75620 -4.18815 -0.59 -1.28 0.74
O -16.05323 -9.61333 -3.75548 0.39 1.82 0.02
O -16.65103 -11.71326 -3.61819 -0.18 -0.97 -0.47
H -14.47815 -11.66989 -5.43855 -0.27 -0.39 0.24
H -15.02639 -10.09802 -5.91374 -0.30 0.04 -0.42
H -16.13938 -11.54613 -6.11832 0.28 0.01 -0.40
C -15.22912 -14.07265 0.49504 -0.09 1.29 0.14
C -15.37208 -13.37422 -0.87217 -0.86 -0.42 0.31
O -15.36607 -12.17337 -0.95889 0.59 2.38 1.23
O -15.52060 -14.12273 -1.85311 0.05 -2.40 -1.38
H -15.83425 -14.96633 0.64756 0.52 -0.28 -0.42
H -15.56475 -13.34086 1.22984 0.12 0.06 0.18
H -14.14529 -14.14445 0.58594 0.01 -0.74 0.44
C -15.82892 -14.75895 -7.30542 -0.09 0.17 -0.75
C -16.20179 -14.31870 -5.94589 0.62 -1.48 2.10
O -15.34026 -14.29574 -5.03025 1.61 0.23 -0.59
O -17.39274 -14.25603 -5.61676 -2.09 0.52 -0.88
H -16.70146 -14.52784 -7.91646 0.40 0.02 -0.55
H -15.70516 -15.84123 -7.26750 -0.02 -0.06 0.03
H -14.87959 -14.32659 -7.62158 -0.20 0.12 -0.23
C -19.67774 -16.02316 -1.40255 -0.15 1.30 0.55
C -18.63176 -15.25880 -2.22487 0.47 1.16 -0.69
O -17.66813 -15.96017 -2.60921 -0.28 0.01 -0.26
O -18.68562 -13.98258 -2.46558 -0.83 -2.31 0.73
H -19.16230 -16.89720 -1.00446 -0.49 -0.11 -0.13
H -20.64449 -16.20047 -1.87377 0.35 -0.50 -0.69
H -20.02100 -15.37221 -0.59848 0.38 0.08 0.45
```
Forces are in eV/Å.



6.
Computed, not measured: C8H12N2 in the gas phase, with ωB97M-V with the def2-TZVPD basis set.

2S+1: 1
Calculated total energy, a.u.: -421.3124
Highest occupied orbital energy, eV: -7.5957
Energy relative to the best compared isomer or geometry (same formula, charge and spin), eV: 6.742
Frontier orbital gap, eV: 8.05

Structure (XYZ):
```
22
Properties=species:S:1:pos:R:3:forces:R:3
C 0.94952 -0.43212 0.21030 -1.53 -0.84 -0.06
C -2.09110 0.23542 -0.08860 -0.11 -1.01 -0.74
C 1.27434 0.63553 0.80682 1.09 2.76 1.14
C 2.35684 -0.14746 0.06395 1.99 0.09 0.66
C 2.92465 0.38749 -1.26147 0.12 -1.53 0.90
C 3.47412 -0.80050 0.94448 -2.52 -2.82 1.20
C -4.49644 0.11666 -0.62497 0.40 -1.21 -1.53
C -3.49716 0.42367 0.42590 1.96 0.29 2.27
N -0.09950 -1.15074 -0.22103 -1.48 -1.72 -1.87
N -1.21467 -0.54390 -0.22646 0.50 1.57 1.60
H 1.08272 1.58593 1.30612 0.02 -0.54 -0.31
H 3.49392 1.28407 -1.03176 -0.36 0.51 -0.38
H 2.08007 0.46355 -1.98316 1.13 0.22 0.12
H 3.72554 -0.36073 -1.48960 -0.86 0.50 -0.80
H 4.39248 -0.34592 0.84602 1.95 1.66 -0.21
H 3.77866 -1.91537 0.73149 -1.14 1.77 0.16
H 3.13561 -0.73589 2.03887 0.62 -0.25 -1.50
H -4.57554 1.00548 -1.27082 0.05 -0.68 -0.20
H -5.47146 -0.08800 -0.23099 -0.51 -0.08 0.38
H -4.13728 -0.82627 -1.17361 -0.78 1.56 0.40
H -3.44360 -0.20382 1.34175 -0.80 -0.21 -0.63
H -3.64171 1.41294 0.88676 0.27 -0.03 -0.61
```
Forces are in eV/Å.



7.
Computed, not measured: a molecular structure, C8H12N2NiO3S, with ωB97M-V with the def2-TZVPD basis set.

2S+1: 3
<S²>: 2.018
Calculated total energy, a.u.: -2553.0296
Highest occupied orbital energy (spin up / spin down), eV: -16.7390 / -17.0243
Net charge: +2
Energy relative to the best compared isomer or geometry (same formula, charge and spin), eV: 0.118
Frontier orbital gap (spin up / spin down), eV: 7.95 / 5.63

Structure (XYZ):
```
27
Properties=species:S:1:pos:R:3:forces:R:3
O -0.01318 1.74726 -4.92120 0.00 -3.63 2.65
C -0.01608 0.93556 -4.09645 0.00 7.74 -5.27
Ni -0.02422 -0.01566 -2.60997 0.06 -0.64 1.78
C 1.60609 -0.49526 -3.15867 6.84 -4.27 -0.12
C -1.64581 -0.49661 -3.17450 -6.96 -4.29 -0.34
O 2.63248 -1.01714 -3.29372 -3.88 2.39 0.12
O -2.67136 -1.01276 -3.34300 3.97 2.41 0.28
C -2.44636 -0.30744 0.38468 -0.33 -0.50 -0.31
N -1.19451 0.00426 1.07817 1.04 -0.73 -0.82
C -1.35541 0.87263 2.24177 -0.32 0.59 0.75
C -0.01517 -0.42131 0.57951 -0.32 2.00 2.03
S -0.04545 -1.43534 -0.83761 -0.04 0.12 -0.05
N 1.18147 -0.05410 1.08792 -0.86 -1.02 -0.58
C 1.44527 0.12744 2.51561 0.23 0.52 0.97
C 2.40033 -0.24746 0.30233 0.21 -0.06 -0.47
H -3.27863 -0.00857 1.03001 0.20 -0.29 -0.27
H -2.52373 -1.38372 0.18141 -0.11 0.16 0.09
H -2.53944 0.24296 -0.56494 0.12 -0.02 0.34
H -1.30687 0.29925 3.18294 0.02 0.30 -0.43
H -0.64566 1.70786 2.24679 -0.07 -0.35 -0.02
H -2.36658 1.29906 2.19031 0.47 -0.07 -0.03
H 2.31888 -0.47430 2.79521 -0.34 -0.04 -0.16
H 1.71400 1.17610 2.71442 -0.20 -0.31 -0.01
H 0.60552 -0.17348 3.14504 0.36 0.04 -0.28
H 2.50748 -1.28408 -0.03955 0.09 0.01 0.17
H 2.42358 0.40967 -0.57161 -0.05 0.04 0.17
H 3.25334 0.00517 0.93507 -0.14 -0.10 -0.21
```
Forces are in eV/Å.



8.
Computed, not measured: 2 unconnected molecules or ions with the total composition C8H12N2O2, with ωB97M-V with the def2-TZVPD basis set.

2S+1: 1
Calculated total energy, a.u.: -571.7666
Highest occupied orbital energy (spin up / spin down), eV: -7.9096 / -8.5500
Energy relative to the best compared isomer or geometry (same formula, charge and spin), eV: 8.348
Frontier orbital gap (spin up / spin down), eV: 7.07 / 8.25

Structure (XYZ):
```
24
Properties=species:S:1:pos:R:3:forces:R:3
C 0.18357 -1.97339 -1.04324 0.01 2.25 1.47
C -0.36405 -0.87092 -1.56879 -0.26 -0.83 1.09
C 0.67962 -2.09625 0.37205 -2.94 0.25 0.63
C -0.78834 -0.26288 1.69920 -0.08 -0.52 -0.55
C -1.51438 0.41817 0.49185 0.15 0.59 -0.22
C 0.57932 -0.69765 1.14501 0.53 -1.60 -0.57
C -0.46159 0.17252 -0.53983 1.21 3.58 -1.50
C 1.41170 1.57267 0.45619 0.21 -1.65 0.55
N 0.80638 0.31477 0.11455 0.78 -1.90 -0.78
N -0.62629 2.05462 -2.12397 0.07 -2.81 1.55
O -0.81833 1.61559 -3.22368 -0.01 0.50 -0.44
O -0.70754 3.16799 -1.71106 -0.08 1.00 -0.12
H 0.29286 -2.70784 -1.71678 0.64 -3.11 -1.97
H -0.63470 -0.90076 -2.62766 -0.36 0.71 0.55
H 0.22757 -3.00184 0.88354 -0.35 1.26 -0.27
H 1.66827 -2.37127 0.50432 2.39 -0.37 -0.76
H -0.64590 0.47411 2.45512 0.14 0.55 0.65
H -1.35941 -1.04345 2.11188 -0.67 -1.16 0.59
H -2.44916 0.08822 0.05116 -0.42 -0.44 0.87
H -1.62753 1.47426 0.85091 0.16 -0.57 -1.17
H 1.43703 -0.89419 1.82258 -0.72 1.34 0.23
H 2.45487 1.58637 0.17320 0.36 -0.01 -0.17
H 0.88987 2.27824 -0.10976 -0.67 1.78 -0.18
H 1.36617 1.60292 1.53322 -0.11 1.15 0.54
```
Forces are in eV/Å.